# 1
ORCA calculation (ωB97M-V/def2-TZVPD) on a structure of composition C37H70ClNbO12P.

Results
Net charge: -1
Gap between HOMO and LUMO: 2.75 eV
2S+1: 1
HOMO: -2.04 eV
E_LUMO: 0.7 eV

Last column: Löwdin charge in e.
Element x y z (Å)
C 3.600 3.989 4.524  -0.0614
C 3.825 2.482 4.401  -0.2289
O 2.636 1.766 4.074  -0.0789
C 2.435 1.365 2.765  -0.4480
O 1.922 0.278 2.595  0.0973
C 2.799 2.332 1.667  -0.1057
C 1.925 3.617 1.680  -0.2707
C 1.119 3.968 0.418  -0.3180
Nb -0.239 2.448 -0.657  0.8508
C 1.377 2.173 -2.274  -0.3580
C 0.974 1.196 -3.404  -0.3083
C 1.954 0.008 -3.602  -0.1988
C 1.261 -1.375 -3.576  -0.2018
C 1.893 -2.349 -2.553  -0.2066
C 0.821 -2.840 -1.563  -0.2106
C 1.430 -3.480 -0.301  -0.1876
C 1.080 -2.696 0.966  -0.1823
C -0.360 -2.782 1.429  -0.2236
O -1.293 -2.414 0.426  -0.2014
C -2.441 -3.215 0.368  -0.1216
C -1.990 2.608 0.760  -0.3509
C -1.500 2.654 2.213  -0.2909
C -2.528 2.172 3.267  -0.4110
C -2.691 3.258 4.340  -0.0941
C -2.009 0.896 3.943  -0.0739
P -1.072 4.438 -2.096  0.4922
O 0.244 5.317 -2.596  -0.4530
Cl -2.113 5.889 -0.929  0.0071
H 2.526 4.152 4.624  0.0797
H 4.056 4.381 5.432  0.0686
H 3.937 4.536 3.648  0.0643
H 4.178 2.096 5.358  0.1142
H 4.598 2.250 3.670  0.1137
H 2.751 1.783 0.732  0.0949
H 3.842 2.624 1.812  0.1025
H 2.619 4.448 1.850  0.0837
H 1.293 3.588 2.569  0.0829
H 1.804 4.388 -0.326  0.0202
H 0.441 4.781 0.712  0.0128
H -1.231 1.218 -1.571  -0.0227
H 0.474 1.011 0.205  -0.0146
H 2.259 1.778 -1.759  0.0036
H 1.666 3.128 -2.720  0.0083
H 0.922 1.768 -4.338  0.0895
H -0.025 0.785 -3.256  0.0265
H 2.490 0.135 -4.545  0.0949
H 2.691 0.045 -2.801  0.0798
H 1.350 -1.830 -4.569  0.0927
H 0.196 -1.272 -3.376  0.0921
H 2.626 -1.803 -1.957  0.0966
H 2.355 -3.198 -3.058  0.1011
H 0.229 -1.972 -1.291  0.0973
H 0.187 -3.564 -2.083  0.1104
H 2.518 -3.428 -0.412  0.0980
H 1.204 -4.544 -0.195  0.1074
H 1.409 -1.666 0.824  0.0989
H 1.669 -3.102 1.788  0.0798
H -0.481 -2.082 2.269  0.1168
H -0.584 -3.775 1.832  0.1045
H -2.198 -4.278 0.467  0.0827
H -3.180 -2.930 1.127  0.0812
H -2.898 -3.060 -0.610  0.0843
H -2.701 3.416 0.557  0.0008
H -2.573 1.689 0.620  0.0239
H -1.165 3.669 2.445  0.0895
H -0.604 2.025 2.284  0.0671
H -3.490 1.981 2.795  0.1240
H -3.269 2.905 5.196  0.0638
H -1.710 3.610 4.665  0.0700
H -3.209 4.118 3.908  0.0750
H -2.158 0.018 3.315  0.0814
H -2.495 0.737 4.912  0.0716
H -0.939 0.991 4.142  0.0407
H 0.562 5.836 -1.845  0.0116
O -2.741 1.572 -3.426  0.0672
C -2.838 0.894 -4.398  -0.4857
O -3.647 -0.206 -4.458  0.0163
C -3.460 -0.888 -5.706  -0.1646
C -2.897 0.154 -6.664  -0.1719
C -2.093 1.040 -5.713  -0.0690
H -2.765 -1.717 -5.542  0.1238
H -4.417 -1.290 -6.033  0.1201
H -2.312 -0.277 -7.469  0.0955
H -3.709 0.724 -7.108  0.1071
H -1.075 0.674 -5.567  0.1156
H -2.065 2.084 -6.013  0.1244
O -4.019 -0.669 -9.209  0.1239
C -3.770 -1.483 -10.046  -0.4722
O -4.644 -2.455 -10.407  0.0271
C -4.034 -3.352 -11.348  -0.1590
C -2.896 -2.557 -11.980  -0.1555
C -2.479 -1.644 -10.828  -0.0725
H -3.675 -4.229 -10.805  0.1261
H -4.787 -3.667 -12.066  0.1223
H -2.097 -3.188 -12.364  0.1135
H -3.278 -1.956 -12.805  0.1163
H -1.740 -2.113 -10.177  0.1323
H -2.113 -0.676 -11.158  0.1254
O 1.315 -4.887 3.198  0.1157
C 1.708 -4.600 4.289  -0.4760
O 1.394 -5.283 5.415  0.0270
C 1.895 -4.572 6.570  -0.1447
C 3.036 -3.708 6.045  -0.1515
C 2.559 -3.396 4.634  -0.0729
H 1.083 -3.972 6.982  0.1157
H 2.216 -5.293 7.318  0.1210
H 3.215 -2.821 6.649  0.1049
H 3.957 -4.294 6.021  0.1142
H 1.920 -2.513 4.613  0.1225
H 3.363 -3.283 3.913  0.1274
O 1.334 -1.712 8.699  0.1037
C 1.153 -0.808 7.934  -0.4939
O 0.966 -1.006 6.614  0.0180
C 0.888 0.257 5.915  -0.1364
C 0.479 1.266 6.980  -0.1356
C 1.130 0.680 8.234  -0.0705
H 1.866 0.474 5.483  0.1077
H 0.165 0.167 5.110  0.0912
H 0.790 2.281 6.744  0.1141
H -0.606 1.264 7.094  0.1156
H 2.160 1.019 8.360  0.1274
H 0.568 0.874 9.143  0.1209

---

# 2
ORCA calculation (ωB97M-V/def2-TZVPD) on an isolated molecule of C9H15N2O2P.

Results
Gap between HOMO and LUMO: 9.80 eV
2S+1: 1
HOMO: -9.50 eV
Energy relative to the best compared isomer or geometry (same formula, charge and spin): 0.0 kcal per mole
SMILES string: CCCNCO[P@H](=O)c1cccnc1
E_LUMO: 0.3 eV

Last column: Löwdin charge in e.
Element x y z (Å)
C -4.422 1.365 -0.326  -0.0755
C -3.639 0.440 0.361  -0.0616
C -4.224 1.673 -1.655  -0.1219
C -2.382 0.385 -1.698  -0.1597
C -2.660 -0.128 -0.428  -0.2632
C 4.227 1.410 0.846  -0.1168
C 3.571 0.011 0.920  -0.2433
C 2.499 -0.043 -0.153  -0.2481
C 0.889 -1.660 0.886  -0.2682
N -3.148 1.221 -2.314  0.0695
N 1.785 -1.371 -0.141  -0.0406
O -0.375 -0.837 0.941  -0.2843
O -1.173 -2.435 -0.881  -0.3782
P -1.607 -1.472 0.192  0.6200
H -5.348 1.690 0.159  0.1089
H -3.847 0.179 1.383  0.1111
H -4.867 2.423 -2.056  0.1005
H -1.469 0.135 -2.298  0.1357
H 3.562 2.302 1.036  0.0901
H 5.082 1.480 1.431  0.0350
H 4.447 1.617 -0.204  0.0683
H 3.020 -0.246 1.851  0.1017
H 4.378 -0.781 0.718  0.1352
H 1.854 0.879 -0.204  0.1234
H 2.871 0.048 -1.196  0.1169
H 1.276 -1.638 1.874  0.1007
H 0.513 -2.774 0.672  0.1495
H 1.323 -1.616 -1.038  0.1223
H -2.136 -2.256 1.323  0.0724

---

# 3
ORCA calculation (ωB97M-V/def2-TZVPD) on an isolated molecule of C15H14N2O2.

Results
Gap between HOMO and LUMO: 7.25 eV
2S+1: 1
HOMO: -7.56 eV
Energy relative to the best compared isomer or geometry (same formula, charge and spin): 346.6 kcal per mole
SMILES string: CNc1ccc(Cc2ccc(NC)c3c2O3)c2c1O2
E_LUMO: -0.3 eV

Last column: Löwdin charge in e.
Element x y z (Å)
O 2.147 2.512 -2.853  0.1032
O 1.197 -3.930 0.218  0.1378
C 0.763 2.475 0.008  -0.0063
C -1.525 -2.079 0.080  -0.0061
C 1.166 1.079 -0.133  0.0325
C -0.680 -1.446 -0.779  0.0003
C 0.944 2.745 -2.407  -0.1406
C 0.388 -3.248 1.022  -0.1348
C 1.457 1.428 -2.528  -0.0983
C 1.201 -2.598 0.125  -0.1504
C 0.536 3.180 -1.106  -0.2422
C -0.969 -2.917 1.020  -0.1766
C 1.466 0.543 -1.406  -0.1701
C 0.681 -1.707 -0.725  -0.1971
N 0.088 4.508 -1.075  -0.0324
N -1.797 -3.318 2.100  -0.0634
C 1.546 -0.897 -1.659  -0.1123
C -0.486 5.360 -0.022  -0.0645
C -1.561 -4.317 3.029  -0.1637
H 0.580 2.760 1.075  0.1230
H -2.594 -1.942 -0.019  0.1208
H 1.291 0.389 0.691  0.1157
H -1.179 -0.687 -1.361  0.1336
H 0.400 5.088 -1.870  0.1343
H -2.793 -3.230 1.838  0.1385
H 2.531 -1.150 -1.451  0.1060
H 1.383 -1.211 -2.671  0.1269
H -0.703 4.631 0.745  0.0691
H 0.217 5.967 0.383  0.0430
H -1.406 5.866 -0.265  0.0802
H -0.490 -4.215 3.327  0.0844
H -2.079 -4.206 4.022  0.0900
H -1.717 -5.434 2.646  0.1194

---

# 4
ORCA calculation (ωB97M-V/def2-TZVPD) on a structure of composition C5H7FO2.

Results
Gap between HOMO and LUMO: 9.54 eV
2S+1: 1
HOMO: -9.61 eV
Energy relative to the best compared isomer or geometry (same formula, charge and spin): 124.9 kcal per mole
E_LUMO: -0.1 eV

Last column: Löwdin charge in e.
Element x y z (Å)
C 0.989 -0.940 0.087  -0.3861
C -0.456 -0.347 0.313  -0.3023
C -1.505 -0.626 -0.725  -0.0889
C -0.518 1.041 0.753  -0.3588
C 0.621 1.703 0.410  0.0757
H 0.783 -0.227 -1.808  0.2528
H 1.028 -2.236 0.239  0.1904
H 1.422 -0.663 1.029  0.0951
H -0.815 -0.897 1.193  0.1488
H -2.849 -0.814 -0.468  0.2162
H 1.665 0.886 0.170  0.1710
H 0.921 2.896 0.563  0.1192
O 1.569 -0.498 -0.981  -0.1249
O -1.139 -0.791 -1.990  -0.0608
F -1.716 1.513 1.216  0.0526

---

Look up the gap between HOMO and LUMO of the fourth one. 9.54 eV

---

Copy entry 2 word for word.
ORCA calculation (ωB97M-V/def2-TZVPD) on an isolated molecule of C9H15N2O2P.

Results
Gap between HOMO and LUMO: 9.80 eV
2S+1: 1
HOMO: -9.50 eV
Energy relative to the best compared isomer or geometry (same formula, charge and spin): 0.0 kcal per mole
SMILES string: CCCNCO[P@H](=O)c1cccnc1
E_LUMO: 0.3 eV

Last column: Löwdin charge in e.
Element x y z (Å)
C -4.422 1.365 -0.326  -0.0755
C -3.639 0.440 0.361  -0.0616
C -4.224 1.673 -1.655  -0.1219
C -2.382 0.385 -1.698  -0.1597
C -2.660 -0.128 -0.428  -0.2632
C 4.227 1.410 0.846  -0.1168
C 3.571 0.011 0.920  -0.2433
C 2.499 -0.043 -0.153  -0.2481
C 0.889 -1.660 0.886  -0.2682
N -3.148 1.221 -2.314  0.0695
N 1.785 -1.371 -0.141  -0.0406
O -0.375 -0.837 0.941  -0.2843
O -1.173 -2.435 -0.881  -0.3782
P -1.607 -1.472 0.192  0.6200
H -5.348 1.690 0.159  0.1089
H -3.847 0.179 1.383  0.1111
H -4.867 2.423 -2.056  0.1005
H -1.469 0.135 -2.298  0.1357
H 3.562 2.302 1.036  0.0901
H 5.082 1.480 1.431  0.0350
H 4.447 1.617 -0.204  0.0683
H 3.020 -0.246 1.851  0.1017
H 4.378 -0.781 0.718  0.1352
H 1.854 0.879 -0.204  0.1234
H 2.871 0.048 -1.196  0.1169
H 1.276 -1.638 1.874  0.1007
H 0.513 -2.774 0.672  0.1495
H 1.323 -1.616 -1.038  0.1223
H -2.136 -2.256 1.323  0.0724

---

Which formula does entry 3 have? C15H14N2O2